54
Properties=species:S:1:pos:R:3:forces:R:3:mulliken_charge:R:1 method="wB97M-V/def2-TZVPD" e_above_lowest_kcal_mol=0.0 orbital_gap_ev=9.5 homo_energy_ev=-9.60
C -2.9513 -1.8494 1.0475 -0.119 0.993 0.608 -1.58
C -1.5174 -1.3329 1.2669 -0.303 0.337 -1.238 0.05
C -0.9894 -0.5919 0.0328 0.823 -0.383 0.342 -0.11
C 0.4736 -0.2252 0.1562 -1.369 -0.300 -1.623 -0.04
C 0.9328 0.8491 -0.4696 0.099 0.494 -0.920 -0.74
H -3.0923 -2.6593 1.7572 -0.425 -0.418 -0.457 0.41
H -3.7377 -1.1182 1.2664 0.232 0.280 0.444 0.33
H -3.2018 -2.0470 0.0037 0.495 -0.875 0.057 0.36
H -1.3997 -0.6652 2.1217 -0.259 -0.293 0.240 0.30
H -0.8610 -2.1913 1.3908 0.025 0.089 0.242 0.14
H -1.5447 0.2958 -0.2605 0.027 0.183 0.274 -0.03
H -1.0263 -1.2525 -0.8352 -0.131 -0.142 0.097 0.21
H 1.0475 -0.9326 0.7339 0.166 -0.017 -0.779 0.47
H 0.2405 1.5547 -0.9277 -0.219 -0.517 -0.130 0.14
H 1.9378 1.2563 -0.5135 -0.495 -1.023 -0.007 0.11
H -1.5782 2.4909 2.6151 0.244 -0.440 0.368 0.22
H -0.3310 1.5725 2.0251 -0.051 0.097 0.803 0.43
O -1.0067 2.2715 1.8816 -0.386 0.381 -1.051 -0.66
H 2.9171 2.6825 0.0777 0.035 0.324 0.135 0.43
H 3.6109 1.3598 0.4419 0.082 0.001 0.205 0.26
O 3.0505 2.0534 0.8081 0.951 0.418 0.328 -0.71
H 1.5158 -1.2421 2.2465 0.299 -0.107 0.167 0.27
H 1.0799 -1.1346 3.6348 -0.125 -0.045 0.230 0.31
O 1.1282 -1.7888 2.9331 0.024 -0.062 0.920 -0.61
H -0.0751 -3.5752 -2.0849 -0.101 0.108 -0.002 0.30
H -0.2771 -2.2188 -2.8512 0.030 -0.419 0.290 0.33
O 0.3786 -2.9148 -2.6164 0.243 0.181 -0.041 -0.70
H -1.2334 4.3887 -0.3451 0.128 0.164 0.303 0.32
H -0.9359 3.0131 0.3884 0.089 0.368 0.554 0.46
O -0.6868 3.5988 -0.3666 -0.399 -0.282 -0.474 -0.90
H 1.3871 0.6133 1.4271 -0.119 0.191 0.395 0.45
H 1.7614 1.5091 2.5139 -0.073 0.047 0.382 0.30
O 1.1422 0.7808 2.3530 0.711 1.014 0.890 -0.68
H -3.2150 0.0871 -0.6941 -0.057 -0.344 0.408 0.27
H -3.4761 1.0276 -1.8140 0.385 -0.847 -0.187 0.45
O -3.5344 0.0694 -1.5946 -0.773 0.301 -0.215 -0.77
H 3.1369 -1.8124 -0.0997 0.486 -0.076 0.338 0.42
H 4.1490 -1.3131 1.0016 1.822 -0.150 0.284 0.24
O 3.2480 -1.3982 0.7945 -2.114 0.108 -0.522 -0.58
H 1.6986 3.6637 -1.9326 0.540 0.268 -0.018 0.34
H 1.0853 3.6567 -0.6085 0.235 0.598 0.237 0.38
O 1.9247 3.9407 -1.0309 -0.500 -0.711 -0.306 -0.70
H 0.8280 -3.8519 1.8758 0.271 0.366 0.058 0.29
H 1.8522 -2.8480 1.2808 0.100 -0.381 0.315 0.42
O 1.1873 -3.5055 1.0535 -0.192 -0.649 -0.927 -0.60
H -1.9054 2.8100 -1.3977 -0.250 0.157 -0.070 0.43
H -3.4498 2.9088 -1.8225 0.448 0.449 0.146 0.34
O -2.6073 2.4679 -1.9873 -0.310 0.166 -0.420 -0.74
H -2.3373 -0.8023 -2.5298 0.283 0.390 -0.449 0.39
H -1.3547 -0.3723 -3.7128 -0.313 0.151 0.159 0.26
O -1.5772 -1.0744 -3.0966 0.031 -0.357 -0.101 -0.68
H 3.0777 -1.3486 -1.8652 -0.294 0.087 -0.477 0.32
H 2.0881 -2.5524 -1.8967 -0.287 0.124 -0.355 0.44
O 3.0231 -2.3033 -1.7761 0.360 0.001 0.550 -0.77

=====

56
Properties=species:S:1:pos:R:3:forces:R:3:mulliken_charge:R:1 method="wB97M-V/def2-TZVPD" e_above_lowest_kcal_mol=79.2 orbital_gap_ev=8.6 homo_energy_ev=-8.46
C 1.0429 -2.9874 0.4850 0.638 2.032 -0.554 -0.33
C 2.4230 -2.3197 0.4217 1.646 -0.836 -1.595 -0.80
C 2.8694 -1.3784 1.5408 -0.646 -0.998 0.391 -0.72
C 2.3212 0.0020 1.3299 0.634 -0.580 -0.058 -0.26
C 3.1252 1.0644 1.4322 -1.137 -0.392 1.767 -0.67
N 2.6743 2.3939 1.5944 -0.122 0.610 -1.155 -0.50
H 0.2799 -2.2195 0.4036 -0.121 0.120 0.126 -0.26
H 0.8991 -3.4308 1.4591 0.123 -0.745 -0.157 0.24
H 0.9515 -3.5840 -0.4215 -0.183 -0.620 0.469 0.42
H 3.1192 -3.1436 0.1970 0.274 -0.053 1.066 0.43
H 2.6434 -1.8116 -0.5326 -0.948 0.351 -0.009 0.31
H 2.4750 -1.8565 2.4517 -0.277 0.565 0.129 0.40
H 3.9376 -1.3616 1.7715 0.165 0.018 -0.618 0.32
H 1.2889 -0.0011 1.0102 -0.329 0.588 0.339 0.40
H 4.1589 0.8121 1.5994 0.404 0.451 0.445 0.49
H 2.0774 2.6658 0.8121 -0.309 -0.143 0.336 0.20
H 3.3697 3.1321 1.6245 0.337 -0.512 0.140 0.29
H -1.1753 0.9281 -0.9354 0.189 0.101 -0.158 0.31
H -0.5836 0.6493 -2.3652 -0.298 0.189 0.095 0.38
O -1.3833 0.9358 -1.8815 -0.348 -0.201 0.298 -0.79
H 0.7840 2.2462 -1.6543 0.759 -0.881 0.081 0.43
H 2.2044 1.4791 -1.5150 -1.319 0.203 -0.493 0.32
O 1.2544 1.3898 -1.8363 1.274 0.807 0.783 -0.67
H -1.3248 -2.9698 -0.5792 -1.199 0.847 1.426 0.38
H -2.6234 -2.1142 -0.2162 -0.180 0.038 -0.663 0.29
O -1.9002 -2.6077 0.1705 1.123 -0.857 -0.253 -0.61
H -4.4743 -0.1964 -0.2649 0.124 0.273 0.618 0.33
H -3.6801 1.0267 0.2114 -0.367 -0.058 0.382 0.38
O -4.3133 0.3489 0.5301 0.032 -0.315 -0.890 -0.66
H -3.2433 3.4165 0.1628 -0.109 -0.134 -0.068 0.27
H -2.3389 2.7447 1.1946 0.363 -0.201 0.337 0.41
O -2.7422 2.6094 0.3261 -0.040 0.570 -0.734 -0.66
H 3.5999 0.7248 -0.3733 0.218 -0.378 1.163 0.44
H 4.4821 2.0760 -0.6357 -0.540 -0.896 0.254 0.30
O 3.8920 1.3867 -0.9849 0.739 1.297 -2.461 -0.75
H -2.2381 -0.5023 1.0702 0.208 -0.217 -0.330 0.16
H -2.2699 0.2205 2.3267 -0.289 0.289 0.465 0.30
O -1.6935 0.1137 1.5752 0.371 -0.358 -0.041 -0.48
H 0.0172 4.1704 -1.8068 -0.091 0.040 0.317 0.30
H -0.8166 3.5099 -0.7110 -0.859 -0.371 0.221 0.37
O 0.0640 3.8178 -0.9054 0.762 0.308 -0.564 -0.69
H -2.1885 -3.7262 -1.8222 -0.660 -0.521 0.296 0.32
H -1.1487 -3.3170 -2.7065 0.743 0.495 -0.899 0.34
O -1.3090 -4.0102 -2.0783 -0.174 -0.107 0.069 -0.68
H -0.6836 2.5808 3.0584 0.040 0.449 -0.673 0.34
H -2.0639 2.1505 3.2609 -0.392 0.379 -0.275 0.29
O -1.5722 2.7847 2.7161 0.458 -0.546 1.356 -0.71
H -3.8064 -1.1000 -2.4412 1.182 0.366 0.624 0.26
H -2.4784 -0.3069 -1.8433 -0.504 -0.368 -0.582 0.54
O -3.0437 -1.1380 -1.8177 -0.921 -0.077 -0.512 -0.65
H -0.9272 -1.8348 2.8767 -0.173 0.139 -0.925 0.33
H -0.8588 -3.3055 2.2375 -0.422 0.916 -0.134 0.31
O -0.7628 -2.7615 3.0277 0.338 -0.921 1.206 -0.63
H 0.2648 1.1268 -4.9036 0.357 0.350 -0.268 0.26
H 1.1127 0.8371 -3.5569 -0.515 0.375 -0.493 0.36
O 0.3122 0.6406 -4.0890 -0.029 -0.878 0.360 -0.65

=====

58
Properties=species:S:1:pos:R:3:forces:R:3:mulliken_charge:R:1 method="wB97M-V/def2-TZVPD" e_above_lowest_kcal_mol=30.7 orbital_gap_ev=8.8 homo_energy_ev=-8.76
C 0.8469 -1.1158 -0.6686 2.901 -0.715 0.804 0.08
N -0.0515 -0.0512 -0.3242 -0.919 0.639 -1.308 1.30
C -1.2414 -0.4007 0.4397 -1.205 -1.304 -1.227 1.10
C -1.9818 -1.7524 -0.1092 0.144 0.917 1.451 -0.79
S -2.6030 -2.7126 1.3840 -0.141 0.030 -0.957 -0.22
C -2.2485 0.7671 0.3934 0.704 1.677 1.164 0.24
N -3.0271 0.7101 1.6741 -0.714 1.098 -1.883 -0.72
C 2.1494 -0.5454 -1.2933 1.032 -1.435 0.766 -1.25
H 1.1679 -1.7436 0.2363 -0.900 1.653 -1.741 -0.47
H 0.5686 -1.8460 -1.4359 -0.757 -0.152 0.352 0.57
H -0.3759 0.3925 -1.2233 0.410 -0.380 1.296 -0.32
H -1.0496 -0.6161 1.5210 0.494 0.367 -1.045 -0.74
H -2.9061 -1.5102 -0.6695 0.449 -0.062 0.331 0.28
H -1.3312 -2.3406 -0.7601 -0.155 -0.166 0.511 0.44
H -1.4750 -3.2494 1.8720 0.205 0.245 -0.287 0.09
H -1.6044 1.7876 0.4117 -1.737 -2.290 -0.027 -0.11
H -2.9416 0.8067 -0.5425 1.191 -0.258 1.762 0.18
H -2.4516 0.8245 2.4846 0.447 -0.007 0.141 0.25
H -3.5549 -0.1415 1.7331 -0.034 -0.281 0.149 0.27
H 2.9864 -1.3624 -1.1468 -1.557 1.633 -0.724 0.30
H 2.5066 0.3797 -0.8228 -0.235 -0.578 -0.172 0.24
H 1.9483 -0.3314 -2.3479 0.424 -0.077 -0.028 0.28
H 3.4483 2.6745 -0.5521 2.766 0.833 -0.362 0.29
H 2.1156 2.5795 -1.3160 0.640 -0.151 0.424 0.34
O 2.5744 2.4242 -0.4458 -2.684 -0.519 -0.136 -0.69
H 1.2095 -2.3687 3.0463 -0.527 -0.525 2.331 0.41
H 1.2055 -1.2997 2.0197 0.370 -0.809 0.227 0.13
O 1.3510 -2.2772 2.1388 0.385 1.096 -2.096 -0.72
H -0.6300 3.0033 3.4781 -1.243 1.356 1.158 0.25
H 0.0278 2.8802 2.0901 -0.410 0.077 0.213 0.56
O -0.0668 2.4691 2.9774 1.336 -1.410 -1.068 -0.64
H -0.0733 2.7093 -0.1388 -0.587 -0.304 -0.451 0.16
H 1.1693 2.8615 0.5983 1.381 0.160 -0.180 0.35
O 0.3481 3.3211 0.4574 -0.938 0.578 0.474 -0.84
H 1.2328 2.1337 -3.6283 0.803 0.310 -0.459 0.38
H 0.4103 2.1900 -2.4507 1.748 1.742 -0.677 0.30
O 1.2636 2.6746 -2.8304 -2.511 -1.858 0.953 -0.75
H -0.5788 -1.9265 -2.7194 -1.006 -0.288 -2.075 0.39
H -0.5097 -2.3942 -4.2687 -0.659 0.512 1.170 0.27
O -1.1053 -1.9879 -3.5882 1.690 -0.397 0.748 -0.73
H 4.1852 -0.0328 1.3888 0.251 -1.178 0.699 0.36
H 3.5778 1.1123 0.8062 0.610 0.332 -0.084 0.31
O 4.4732 0.7617 0.9665 -0.655 0.790 -0.448 -0.68
H -1.7372 2.6757 -2.2385 -0.073 -0.707 -0.350 0.29
H -1.8596 1.1682 -2.7869 -1.100 -0.545 -0.441 0.32
O -1.2710 1.8694 -2.5182 0.982 1.268 0.747 -0.69
H 0.3872 -4.5377 0.5071 -0.796 -2.288 0.282 0.34
H 0.9074 -3.3050 0.7222 1.022 1.914 1.601 0.22
O 0.6284 -3.8034 -0.0115 -0.386 -0.607 -1.850 -0.53
H 0.2057 -0.5633 4.2534 1.967 3.089 0.467 0.29
H -1.1061 -1.0466 3.8476 -2.520 0.646 -0.937 0.26
O -0.2816 -1.3176 4.1432 0.427 -3.620 0.701 -0.61
H 1.4237 1.2122 2.6594 0.048 -0.989 -0.804 0.34
H 1.4356 0.8356 1.0806 0.268 -1.435 2.996 -0.03
O 1.6472 0.4533 2.0513 -0.565 2.255 -2.268 -0.55
H -3.7305 -0.2664 -3.1473 -2.869 -0.215 1.531 0.27
H -2.6557 -0.8394 -3.8563 1.287 -0.627 -0.463 0.27
O -2.9525 0.0079 -3.5412 1.502 0.957 -0.902 -0.64